Molecular formula: C4H3ClN2S
Method: DFT, ωB97M-V with the def2-TZVPD basis set

Summary:
Structure (SMILES)   N#C[C@H](S)[C@@H](Cl)C#N
DFT total energy   -1122.01209 Eh
Kohn-Sham gap   0.37351 Ha
E_HOMO   -10.42 eV

Each line ends with the Löwdin charge.
Geometry (Å):
N (1.88, -1.94, -0.33)  0.17
C (0.72, -1.45, -0.31)  -0.23
C (-0.37, -0.61, 0.22)  -0.79
S (-1.95, -1.22, -0.06)  0.79
C (-0.09, 0.81, -0.45)  -0.79
Cl (-1.27, 2.03, -0.19)  0.70
C (1.23, 1.29, -0.05)  -0.24
N (2.40, 1.41, 0.25)  0.18
H (-0.02, -0.50, 1.41)  0.19
H (-2.50, -0.43, 0.96)  -0.06
H (-0.03, 0.61, -1.46)  0.07